Entry from the Open Molecules 2025 dataset: a molecular structure, C42H76BF6Hg2N4O18S2 at a distorted geometry (the ωB97M-V functional and the def2-TZVPD basis).

Properties
Spin multiplicity = 2
Lowest unoccupied orbital energy = -2.69 eV
HOMO energy = -7.15 eV
Expectation value of S² = 0.752
Total charge = 0
Kohn-Sham gap = 4.464 eV
Calculated total energy = -4946.251911 Ha

Atoms and positions in Å:
Hg1 -21.024 -5.456 -15.444
Hg2 -20.135 -9.030 -11.712
O1 -24.178 -1.876 -7.728
C1 -24.113 -2.818 -8.483
O2 -23.042 -3.402 -9.080
B1 -23.427 -4.377 -10.124
O3 -24.870 -4.468 -9.997
C2 -25.325 -3.533 -9.117
O4 -26.486 -3.204 -8.956
O5 -22.850 -5.696 -9.832
C3 -22.305 -6.240 -10.882
O6 -21.781 -7.358 -10.907
C4 -22.331 -5.170 -11.945
O7 -22.911 -4.114 -11.458
O8 -21.856 -5.254 -13.118
C5 -18.911 -9.901 -15.918
F1 -18.474 -9.692 -17.171
F2 -20.120 -10.472 -15.816
F3 -18.006 -10.828 -15.461
S1 -18.655 -8.279 -14.817
O9 -18.895 -8.874 -13.448
O10 -17.318 -7.761 -15.094
O11 -19.773 -7.256 -15.101
C6 -23.552 -9.756 -14.778
F4 -24.897 -9.560 -14.915
F5 -23.139 -10.810 -13.983
F6 -23.074 -10.002 -16.065
S2 -22.888 -8.070 -14.022
O12 -23.754 -7.523 -12.967
O13 -21.611 -8.455 -13.298
O14 -22.666 -7.099 -15.120
C7 -23.625 -3.872 -19.361
C8 -23.394 -4.529 -17.913
C9 -24.836 -5.292 -17.594
C10 -24.995 -6.693 -18.227
C11 -23.619 -7.495 -18.196
C12 -22.281 -6.667 -18.644
N1 -22.245 -5.414 -17.868
O15 -20.999 -4.801 -17.767
C13 -21.115 -7.553 -18.159
C14 -22.265 -6.456 -20.149
C15 -23.276 -3.370 -17.041
H1 -24.350 -4.447 -19.937
H2 -22.723 -3.539 -19.874
H3 -24.210 -2.964 -19.219
H4 -25.139 -5.395 -16.552
H5 -25.632 -4.665 -17.996
H6 -25.013 -6.628 -19.315
H7 -25.867 -7.203 -17.817
H8 -23.806 -8.362 -18.829
H9 -23.506 -7.809 -17.158
H10 -20.957 -8.339 -18.897
H11 -20.166 -7.024 -18.076
H12 -21.369 -7.802 -17.129
H13 -23.149 -6.145 -20.704
H14 -21.605 -5.613 -20.357
H15 -21.928 -7.398 -20.581
H16 -22.346 -2.835 -17.237
H17 -23.462 -3.670 -16.010
H18 -24.075 -2.649 -17.218
H19 -20.915 -4.437 -18.651
C16 -22.049 -13.192 -10.257
C17 -21.643 -11.671 -10.104
C18 -21.555 -11.245 -8.603
C19 -20.325 -11.892 -7.936
C20 -18.952 -11.470 -8.692
C21 -19.092 -11.766 -10.232
N2 -20.367 -11.356 -10.831
O16 -20.524 -11.585 -12.175
C22 -17.900 -10.945 -10.910
C23 -18.665 -13.220 -10.497
C24 -22.795 -10.815 -10.626
H20 -22.420 -13.581 -11.206
H21 -22.972 -13.385 -9.709
H22 -21.308 -13.896 -9.879
H23 -21.407 -10.166 -8.640
H24 -22.427 -11.418 -7.972
H25 -20.315 -12.971 -8.090
H26 -20.196 -11.577 -6.901
H27 -18.071 -12.001 -8.331
H28 -18.683 -10.433 -8.490
H29 -16.922 -11.426 -10.896
H30 -18.253 -10.710 -11.914
H31 -17.678 -9.967 -10.482
H32 -18.334 -13.380 -11.522
H33 -17.731 -13.493 -10.007
H34 -19.431 -13.995 -10.465
H35 -23.116 -11.194 -11.596
H36 -22.538 -9.756 -10.598
H37 -23.733 -10.957 -10.090
H38 -20.676 -12.533 -12.200
C25 -22.480 -12.942 -21.622
C26 -23.844 -13.605 -21.370
C27 -23.674 -14.990 -20.696
C28 -23.306 -14.987 -19.302
C29 -24.281 -14.113 -18.509
C30 -24.368 -12.680 -18.938
N3 -24.624 -12.692 -20.420
O17 -24.983 -11.380 -20.968
C31 -25.633 -11.992 -18.327
C32 -23.209 -11.941 -18.411
C33 -24.477 -13.638 -22.894
H39 -22.012 -13.371 -22.508
H40 -21.828 -12.891 -20.750
H41 -22.811 -11.937 -21.887
H42 -24.616 -15.524 -20.821
H43 -22.795 -15.374 -21.213
H44 -22.340 -14.485 -19.245
H45 -23.072 -15.885 -18.730
H46 -23.895 -14.131 -17.490
H47 -25.298 -14.483 -18.378
H48 -26.505 -12.603 -18.559
H49 -25.668 -12.003 -17.237
H50 -25.816 -10.976 -18.676
H51 -22.257 -12.462 -18.520
H52 -23.058 -11.056 -19.029
H53 -23.272 -11.932 -17.323
H54 -25.517 -13.941 -22.772
H55 -23.880 -14.303 -23.518
H56 -24.450 -12.619 -23.280
H57 -25.849 -11.445 -21.376
C34 -26.435 -9.186 -10.976
C35 -27.651 -8.448 -11.604
C36 -28.671 -9.634 -11.916
C37 -30.090 -9.143 -12.279
C38 -30.645 -8.362 -11.186
C39 -29.717 -7.092 -10.756
N4 -28.265 -7.415 -10.691
O18 -27.513 -6.346 -10.413
C40 -29.972 -5.816 -11.603
C41 -30.142 -6.876 -9.229
C42 -27.261 -7.833 -12.949
H58 -26.660 -9.758 -10.077
H59 -25.697 -8.433 -10.695
H60 -26.037 -9.820 -11.769
H61 -28.238 -10.202 -12.739
H62 -28.906 -10.355 -11.134
H63 -30.699 -9.984 -12.611
H64 -30.080 -8.470 -13.137
H65 -31.011 -8.991 -10.374
H66 -31.548 -7.993 -11.674
H67 -31.037 -5.605 -11.504
H68 -29.357 -4.973 -11.288
H69 -29.651 -6.095 -12.607
H70 -31.042 -7.388 -8.888
H71 -29.420 -7.174 -8.469
H72 -30.334 -5.835 -8.970
H73 -26.173 -7.800 -13.004
H74 -27.802 -6.893 -13.051
H75 -27.625 -8.451 -13.769
H76 -27.582 -6.214 -9.464

Atoms 1-6, force components in eV/Å:
Hg 0.0 1.4 0.6
Hg -1.5 0.2 0.2
O 0.7 -1.6 -0.9
C 0.0 0.2 -0.5
O 0.3 0.9 0.4
B -0.8 0.4 1.8